Computed, not measured: a 2-piece molecular cluster, C4H12N2S overall, with ωB97M-V with the def2-TZVPD basis set.

Each line ends with the natural charge from an NBO analysis.
Positions of all 19 atoms, in Å:
S  0.97  1.37  0.31  -0.078
N  -1.59  0.68  -1.87  -0.828
N  -2.31  2.42  -3.26  -0.733
C  0.99  -1.39  0.75  -0.413
C  1.02  -0.03  1.49  -0.489
C  -1.71  2.00  -2.18  0.276
C  1.10  -2.56  1.72  -0.607
H  -1.24  2.70  -1.46  0.147
H  -0.84  0.37  -1.28  0.400
H  0.14  0.05  2.15  0.214
H  1.04  -3.56  1.19  0.219
H  0.03  -1.46  0.20  0.200
H  1.92  0.08  2.07  0.209
H  -1.93  0.07  -2.60  0.390
H  -2.30  3.45  -3.23  0.334
H  1.78  -1.43  0.03  0.206
H  0.59  2.31  1.21  0.136
H  0.29  -2.52  2.46  0.206
H  2.07  -2.55  2.29  0.207

Computed properties:
Structure (SMILES): [H]/N=C/N.CCCS
DFT total energy, eV: -18157.840
LUMO level, Eh: 0.02498
HOMO level, eV: -8.98

Computed, not measured: C13H13Cl5IrN3O as an isolated structure, with ωB97M-V with the def2-TZVPD basis set.

Each line ends with the natural charge from an NBO analysis.
Positions of all 36 atoms, in Å:
Ir  0.01  -0.02  0.01  1.260
Cl  -1.66  -2.91  3.59  0.110
Cl  -1.65  -2.56  -2.63  0.091
Cl  -0.25  -0.51  2.42  -0.011
Cl  -3.06  -4.96  -1.17  0.123
Cl  -3.05  -5.10  1.92  0.124
O  1.61  0.00  -0.59  -0.563
N  -1.20  3.97  -0.67  -0.398
N  -0.93  1.62  -0.66  -0.598
N  0.73  3.01  0.17  -0.585
C  -1.67  -2.69  -0.92  -0.064
C  -1.04  -1.78  1.18  0.082
C  0.52  5.41  0.34  -0.421
C  -2.29  -3.75  -0.26  -0.072
C  -3.17  2.57  -1.00  -0.427
C  1.48  4.26  0.15  -0.213
C  -2.23  1.43  -1.32  -0.219
C  -2.49  3.87  -1.36  -0.208
C  -1.05  -1.72  -0.17  -0.300
C  -0.49  2.86  -0.41  0.660
C  -1.65  -2.82  1.88  -0.153
C  -0.57  5.29  -0.71  -0.207
C  -2.28  -3.81  1.13  -0.062
H  -2.67  0.49  -0.98  0.215
H  0.07  5.36  1.34  0.222
H  1.03  6.36  0.25  0.244
H  -2.34  3.94  -2.44  0.202
H  -0.15  5.47  -1.71  0.202
H  -2.09  1.33  -2.40  0.211
H  2.23  4.24  0.94  0.230
H  -3.40  2.57  0.07  0.218
H  -1.34  6.04  -0.54  0.226
H  2.01  4.37  -0.80  0.200
H  -3.11  4.72  -1.06  0.225
H  -4.10  2.47  -1.55  0.246
H  1.28  2.17  0.20  0.410

Computed properties:
DFT total energy, eV: -85651.238
Net charge: +1
LUMO level (spin up / spin down), Eh: -0.16358 / -0.16305
HOMO level (spin up / spin down), eV: -11.80 / -12.08
Multiplicity: 2